w) 30
Properties=species:S:1:pos:R:3:mulliken_charge:R:1 method="wB97M-V/def2-TZVPD" total_charge=+1 homo_energy_ha=-0.489 lumo_ev=-3.3 orbital_gap_ev=10.0
C -1.670 -1.279 -0.334 -0.47
C -1.662 -0.191 -1.429 -0.81
C -0.557 0.924 -1.414 0.29
C 0.399 1.122 -2.383 -0.88
C -0.767 1.827 -0.319 0.26
C -1.820 2.807 -0.461 -1.40
N -0.094 -1.405 0.067 -0.32
H -1.971 -2.219 -0.758 0.41
H -2.080 -1.071 0.688 0.31
H -2.597 0.272 -1.363 0.43
H -1.713 -0.692 -2.380 0.41
H 0.842 2.164 -2.301 0.26
H 0.719 0.708 -3.334 0.35
H -0.819 1.401 0.697 -0.32
H 0.237 2.300 -0.206 0.44
H -1.761 3.489 -1.298 0.35
H -2.915 2.505 -0.434 0.31
H -1.820 3.459 0.401 0.42
H 0.440 -2.170 0.050 0.45
H 0.146 -0.730 0.868 0.32
H 0.415 -0.799 -0.675 0.27
H 3.381 0.116 0.259 0.29
H 3.842 0.660 1.516 0.32
O 4.126 0.604 0.590 -0.60
H 1.260 -4.183 1.452 0.33
H 0.547 -3.096 2.164 0.30
O 1.230 -3.245 1.438 -0.65
H -0.133 0.564 2.839 0.24
H -0.107 -0.940 3.199 0.25
O -0.205 -0.256 2.495 -0.56

x) 30
Properties=species:S:1:pos:R:3:mulliken_charge:R:1 method="wB97M-V/def2-TZVPD" total_charge=+1 homo_energy_ha=-0.503 lumo_ev=-2.8 orbital_gap_ev=10.9
C 0.168 -0.347 -2.744 -0.21
O 1.482 -0.242 -2.111 -0.54
C -0.321 -1.578 -2.082 -0.95
C 0.021 -1.598 -0.538 -0.53
C -1.093 -0.946 0.332 -0.35
C -1.012 -1.046 1.919 -0.97
C 0.096 -0.051 2.674 -0.59
N 0.135 1.297 1.946 -0.12
H -0.527 0.511 -2.543 0.10
H 0.191 -0.567 -3.841 0.35
H 2.062 -0.692 -2.742 0.30
H 0.121 -2.521 -2.431 0.28
H -1.354 -1.449 -2.085 0.48
H 0.067 -2.555 -0.161 0.52
H 0.977 -1.140 -0.181 0.31
H -1.394 0.050 -0.092 0.11
H -1.988 -1.606 0.130 0.42
H -1.902 -0.721 2.309 0.46
H -0.875 -2.115 2.306 0.36
H -0.091 0.008 3.793 0.35
H 1.186 -0.447 2.510 0.31
H -0.760 1.652 1.685 0.41
H 0.642 1.391 1.040 0.17
H 0.661 1.950 2.547 0.40
H -1.483 2.276 -0.887 0.27
H -0.496 3.199 -0.763 0.31
O -0.946 2.566 -0.191 -0.57
H 1.722 0.956 -0.394 0.31
H 2.815 2.072 0.290 0.28
O 1.894 1.693 0.303 -0.66

Energy ordering: x) at the bottom, the next structure 15.3 kcal/mol above.

w) 11
Properties=species:S:1:pos:R:3:mulliken_charge:R:1 method="wB97M-V/def2-TZVPD" smiles="C=NC(=C)C(=O)Cl" homo_energy_ha=-0.339 lumo_ev=0.3 orbital_gap_ev=9.5
C 0.438 1.305 -0.818 -0.79
C 1.097 -1.534 0.563 -0.18
C -0.181 0.291 -0.252 0.46
C -1.541 0.502 0.246 0.37
N 0.293 -0.996 -0.242 -0.39
O -1.895 1.508 0.741 -0.43
Cl -2.595 -0.839 -0.146 -0.16
H 1.334 0.966 -1.416 0.25
H 0.100 2.285 -0.638 0.38
H 1.415 -2.647 0.588 0.24
H 1.534 -0.842 1.374 0.24

x) 11
Properties=species:S:1:pos:R:3:mulliken_charge:R:1 method="wB97M-V/def2-TZVPD" smiles=Oc1cc(Cl)c[nH]1 homo_energy_ha=-0.292 lumo_ev=0.6 orbital_gap_ev=8.5
C 0.901 -0.287 -0.071 0.21
C -0.314 -0.949 0.079 -0.37
C -1.319 -0.074 0.151 0.47
C -0.810 1.235 -0.025 -0.58
H 2.205 -1.707 0.263 0.36
H -0.661 -2.020 0.462 0.16
H -1.321 2.275 -0.172 0.30
H 1.366 1.680 -0.290 0.27
N 0.612 1.066 0.040 -0.08
O 2.223 -0.783 -0.269 -0.53
Cl -2.881 -0.437 -0.168 -0.21

Energy ordering: w) at the bottom, the next structure 2.5 kcal/mol above.

w) 17
Properties=species:S:1:pos:R:3:mulliken_charge:R:1 method="wB97M-V/def2-TZVPD" homo_energy_ha=-0.296 lumo_ev=0.3 orbital_gap_ev=8.4
C -0.865 -2.432 1.628 -1.16
C -0.897 -1.722 0.187 -0.31
C 0.244 0.328 -0.344 0.56
H -1.383 -2.120 2.432 0.41
H 0.140 -2.473 1.955 0.36
H -0.831 -3.778 1.791 0.27
H -1.904 -1.346 0.013 0.32
H -0.368 -2.270 -0.497 0.34
H 1.132 2.202 -0.403 0.32
H 0.813 0.971 1.998 0.41
H -0.698 2.363 -1.418 0.22
H -1.079 1.448 -3.509 0.26
N 0.621 1.478 0.158 -0.28
N -0.414 0.261 -1.535 -0.10
N -0.217 1.315 -2.377 -0.82
O 0.034 -0.632 0.674 -0.33
O 1.636 1.455 1.213 -0.46

x) 17
Properties=species:S:1:pos:R:3:mulliken_charge:R:1 method="wB97M-V/def2-TZVPD" homo_energy_ha=-0.329 lumo_ev=0.6 orbital_gap_ev=9.5
C 0.698 0.450 -1.715 -1.17
C 1.123 0.374 -0.271 0.67
N 1.223 1.550 0.433 -0.55
N 1.748 -0.674 0.204 -0.72
H 1.413 1.369 1.413 0.30
H 0.451 2.192 0.304 0.24
H 1.795 -1.421 -0.496 0.25
H 1.530 0.808 -2.328 0.33
H 0.398 -0.538 -2.075 0.30
H -0.143 1.140 -1.820 0.34
C -1.224 -0.964 0.642 0.67
N -1.292 -0.344 1.843 -0.37
O -2.160 -0.467 -0.187 -0.49
O -0.736 -2.090 0.445 -0.63
H -2.118 -1.066 -0.958 0.37
H -0.803 -0.768 2.617 0.25
H -1.905 0.448 1.948 0.21

Energy ordering: x) at the bottom, the next structure 254.1 kcal/mol above.

w) 17
Properties=species:S:1:pos:R:3:mulliken_charge:R:1 method="wB97M-V/def2-TZVPD" smiles=N[C@@H]1OC(N)(N)[C@H]1O homo_energy_ha=-0.319 lumo_ev=0.7 orbital_gap_ev=9.4
C -0.904 0.426 -0.122 0.71
N -1.524 1.213 0.882 -0.63
N -1.906 -0.191 -0.907 -0.64
O 0.076 1.135 -0.810 -0.54
H -1.818 -1.187 -1.062 0.27
H -0.867 1.583 1.553 0.23
H -2.295 0.738 1.331 0.21
H -1.975 0.253 -1.813 0.25
N 2.363 0.500 0.051 -0.55
C 0.235 -0.723 0.445 -0.16
C 1.198 -0.041 -0.471 -0.05
O -0.108 -2.049 0.145 -0.54
H 0.617 -2.632 0.397 0.32
H 2.869 1.076 -0.610 0.26
H 2.213 1.015 0.910 0.23
H 0.462 -0.577 1.507 0.31
H 1.364 -0.539 -1.426 0.33

x) 17
Properties=species:S:1:pos:R:3:mulliken_charge:R:1 method="wB97M-V/def2-TZVPD" homo_energy_ha=-0.316 lumo_ev=0.6 orbital_gap_ev=9.2
C -0.155 -1.374 0.025 0.60
C -1.092 -0.268 0.583 -0.71
N -0.411 0.989 0.269 -0.18
N -0.441 1.157 -1.181 -0.42
C 1.013 0.837 0.720 0.00
O -0.422 -2.645 0.489 -0.53
O -0.029 -1.304 -1.283 -0.71
N 2.031 1.378 0.137 -0.78
H -0.048 -2.788 1.373 0.35
H -0.232 -0.085 -1.562 0.48
H 0.899 -0.754 0.549 0.14
H 0.362 1.757 -1.402 0.22
H -1.295 1.646 -1.437 0.26
H 2.077 1.235 -0.872 0.24
H -2.077 -0.315 0.114 0.31
H -1.183 -0.342 1.667 0.30
H 1.004 0.876 1.810 0.43

Energy ordering: w) at the bottom, the next structure 65.3 kcal/mol above.

w) 48
Properties=species:S:1:pos:R:3:mulliken_charge:R:1 method="wB97M-V/def2-TZVPD" smiles="CCCCCCCCCC(=O)Nn1cnc2ccccc2c1=O" homo_energy_ha=-0.324 lumo_ev=0.3 orbital_gap_ev=9.1
C 3.873 -1.838 -2.463 -1.24
C 2.569 -2.310 -1.830 -0.57
C 1.747 -1.172 -1.223 -0.48
C 2.427 -0.425 -0.073 -0.50
C 2.816 -1.295 1.126 -0.94
C 1.664 -2.074 1.763 -0.90
C 0.547 -1.165 2.270 0.27
C -0.544 -1.953 2.991 -0.74
C -1.670 -1.061 3.539 -0.77
C -2.464 -0.476 2.394 0.42
O -3.395 -1.024 1.855 -0.61
N -2.037 0.783 2.041 -0.77
N -2.382 1.374 0.829 0.39
C -3.670 1.447 0.394 0.11
N -4.024 1.973 -0.714 -0.61
C -3.056 2.497 -1.528 0.27
C -3.426 3.066 -2.753 -0.36
C -2.466 3.594 -3.584 -0.33
C -1.117 3.570 -3.224 -0.68
C -0.731 3.018 -2.025 -0.64
C -1.694 2.480 -1.165 0.07
C -1.306 1.892 0.098 0.81
O -0.182 1.819 0.568 -0.77
H 0.304 2.986 -1.721 0.46
H -0.377 3.988 -3.891 0.41
H -2.755 4.031 -4.528 0.39
H -4.471 3.073 -3.017 0.47
H -4.419 1.013 1.039 0.41
H -1.091 1.072 2.292 0.42
H -1.254 -0.270 4.164 0.36
H -2.349 -1.672 4.136 0.38
H -0.101 -2.499 3.827 0.40
H -0.979 -2.687 2.309 0.38
H 0.974 -0.423 2.951 0.30
H 0.121 -0.637 1.417 -0.30
H 2.062 -2.654 2.601 0.49
H 1.252 -2.783 1.043 0.27
H 3.587 -2.006 0.822 0.34
H 3.259 -0.643 1.884 0.42
H 1.759 0.372 0.257 0.13
H 3.333 0.057 -0.447 0.44
H 1.521 -0.446 -2.008 0.48
H 0.794 -1.577 -0.878 0.25
H 2.787 -3.058 -1.066 0.23
H 1.961 -2.796 -2.597 0.41
H 4.371 -2.665 -2.963 0.40
H 4.551 -1.440 -1.712 0.29
H 3.679 -1.060 -3.198 0.29

x) 48
Properties=species:S:1:pos:R:3:mulliken_charge:R:1 method="wB97M-V/def2-TZVPD" smiles="NC(=O)C1CCN(CCC(=O)Nc2ccc3c(c2)CCC3)CC1" homo_energy_ha=-0.310 lumo_ev=0.5 orbital_gap_ev=9.0
N 2.398 -1.405 0.138 -0.14
C 2.400 -2.599 -0.485 0.00
O 3.241 -2.861 -1.324 -0.69
C 1.324 -3.628 -0.133 0.69
C -0.058 -3.251 -0.678 -1.53
C -0.765 -2.214 0.187 0.17
N -0.887 -2.702 1.548 0.13
C 0.397 -2.981 2.169 -0.47
C 1.198 -3.989 1.350 -1.27
H 0.688 -4.954 1.408 0.44
H 2.188 -4.104 1.795 0.34
H 0.195 -3.413 3.155 0.44
H 0.990 -2.069 2.324 0.30
C -1.783 -1.951 2.388 -1.05
C -1.237 -0.638 3.021 -0.96
C -0.605 0.279 1.995 0.40
O 0.603 0.357 1.854 -0.72
N -1.514 0.962 1.255 0.09
C -1.311 1.809 0.154 0.93
C -2.441 2.349 -0.454 -0.66
C -2.326 3.188 -1.551 -1.19
C -1.068 3.485 -2.036 0.38
C 0.062 2.944 -1.428 0.15
C -0.041 2.108 -0.338 -0.33
H 0.836 1.699 0.135 0.52
C 1.304 3.395 -2.136 -0.90
H 2.107 3.661 -1.449 0.35
H 1.668 2.591 -2.782 0.28
C 0.820 4.593 -2.970 -0.66
H 1.371 4.698 -3.903 0.32
H 0.950 5.510 -2.394 0.30
C -0.679 4.344 -3.202 -0.85
H -1.253 5.270 -3.253 0.36
H -0.845 3.796 -4.133 0.28
H -3.210 3.601 -2.012 0.42
H -3.421 2.112 -0.063 0.40
H -2.487 0.815 1.486 0.20
H -2.063 -0.134 3.526 0.48
H -0.477 -0.885 3.762 0.39
H -2.675 -1.724 1.798 0.43
H -2.085 -2.602 3.216 0.44
H -1.775 -2.058 -0.204 0.46
H -0.232 -1.256 0.113 -0.15
H 0.031 -2.874 -1.699 0.42
H -0.672 -4.155 -0.698 0.47
H 1.655 -4.527 -0.667 0.33
H 1.730 -1.090 0.821 -0.01
H 3.120 -0.756 -0.131 0.25

Energy ordering: x) at the bottom, the next structure 19.8 kcal/mol above.

w) 11
Properties=species:S:1:pos:R:3:mulliken_charge:R:1 method="wB97M-V/def2-TZVPD" total_charge=-1 homo_energy_ha=-0.103 lumo_ev=4.2 orbital_gap_ev=7.0
C 0.710 2.529 -0.632 -0.68
S 0.709 0.778 -1.252 -0.69
H 0.219 3.211 -1.329 0.19
H 0.068 2.524 0.244 0.18
H 1.759 2.802 -0.573 0.17
C -1.131 -2.270 0.441 0.14
N 0.028 -1.694 0.741 -0.16
O -1.591 -3.312 0.881 -0.63
H -1.775 -1.587 -0.150 0.28
H 0.395 -0.929 0.148 0.01
H 0.610 -2.052 1.481 0.19

x) 11
Properties=species:S:1:pos:R:3:mulliken_charge:R:1 method="wB97M-V/def2-TZVPD" total_charge=-1 homo_energy_ha=-0.113 lumo_ev=4.1 orbital_gap_ev=7.2
S -0.799 1.641 -1.482 -0.78
H -1.698 2.365 -2.173 -0.08
O 2.262 0.525 1.121 -0.53
C 1.429 0.048 0.389 0.04
C 0.066 -0.386 0.872 -0.39
N -0.477 -1.330 -0.112 -0.72
H 1.641 -0.063 -0.686 0.35
H 0.248 -0.809 1.863 0.35
H -0.589 0.487 0.947 0.29
H -1.360 -1.720 0.194 0.21
H -0.722 -0.757 -0.932 0.25

y) 11
Properties=species:S:1:pos:R:3:mulliken_charge:R:1 method="wB97M-V/def2-TZVPD" total_charge=-1 homo_energy_ha=-0.122 lumo_ev=4.1 orbital_gap_ev=7.5
C -1.188 -0.371 -0.547 -0.99
C -0.817 -0.257 0.924 0.64
N 0.455 0.126 1.144 -0.16
O -1.652 -0.453 1.805 -0.71
H -0.457 -0.957 -1.104 0.32
H -1.202 0.635 -0.972 0.25
H -2.185 -0.805 -0.620 0.28
H 1.134 0.308 0.336 0.05
H 0.688 0.265 2.111 0.20
S 1.953 0.817 -1.456 -0.86
H 3.271 0.692 -1.622 -0.02

Energy ordering: y) at the bottom, the next structure 20.4 kcal/mol above.

w) 21
Properties=species:S:1:pos:R:3:mulliken_charge:R:1 method="wB97M-V/def2-TZVPD" homo_energy_ha=-0.328 lumo_ev=0.7 orbital_gap_ev=9.6
C 0.752 1.035 0.905 -0.55
C -0.223 0.349 -0.089 -0.38
C -0.313 -1.252 -0.107 -0.83
N -2.640 -2.134 1.802 -0.63
C -2.631 -2.051 0.524 0.10
N -1.663 -1.874 -0.445 -0.28
N 0.370 0.824 2.272 -0.51
H 1.780 0.539 0.791 0.26
H 0.773 2.095 0.556 0.34
H 0.085 0.804 -1.138 0.26
H -1.173 0.720 0.073 0.37
H 0.373 -1.639 -0.914 0.26
H 0.098 -1.795 0.830 0.36
H -1.814 -1.854 2.382 0.25
H -3.665 -2.027 0.055 0.28
H -1.840 -1.396 -1.382 0.30
H -0.348 1.362 2.654 0.22
H 0.276 -0.135 2.665 0.19
H 3.412 2.265 -4.152 0.33
H 4.495 3.373 -3.788 0.29
O 3.896 2.792 -3.493 -0.62

x) 21
Properties=species:S:1:pos:R:3:mulliken_charge:R:1 method="wB97M-V/def2-TZVPD" smiles="C=NC(C)(N)N.CO" homo_energy_ha=-0.339 lumo_ev=0.9 orbital_gap_ev=10.1
C 1.064 0.016 -0.514 1.09
C 0.313 1.278 -0.955 -1.60
N 2.374 0.407 -0.002 -0.67
N 1.081 -0.916 -1.627 -0.59
C 0.529 -0.510 1.723 -0.46
N 0.273 -0.633 0.502 -0.53
H 2.857 1.004 -0.661 0.24
H 2.950 -0.409 0.179 0.21
H 1.461 -1.815 -1.357 0.24
H 1.602 -0.549 -2.412 0.24
H 0.825 1.736 -1.799 0.42
H 0.277 1.985 -0.129 0.38
H -0.694 1.005 -1.257 0.40
H 1.358 0.071 2.125 0.31
H -0.119 -1.014 2.425 0.28
C -2.935 -0.126 0.843 -0.52
O -2.470 -0.751 -0.320 -0.55
H -1.512 -0.909 -0.221 0.44
H -2.760 -0.739 1.734 0.20
H -4.006 0.016 0.722 0.26
H -2.465 0.853 0.999 0.21

Energy ordering: x) at the bottom, the next structure 30.5 kcal/mol above.

w) 21
Properties=species:S:1:pos:R:3:mulliken_charge:R:1 method="wB97M-V/def2-TZVPD" smiles="CNC=O.NCCN" homo_energy_ha=-0.335 lumo_ev=0.9 orbital_gap_ev=10.0
N 2.447 -0.485 -2.485 -0.65
C 1.572 -0.378 -1.327 -0.29
C 0.851 -1.694 -1.095 -0.51
N -0.180 -1.525 -0.062 -0.43
H 3.190 -1.164 -2.361 0.22
H 3.012 0.352 -2.579 0.24
H 0.806 0.403 -1.543 0.16
H 2.052 -0.020 -0.413 0.31
H 0.344 -1.930 -2.035 0.30
H 1.613 -2.525 -0.853 0.25
H -0.769 -2.375 -0.020 0.19
H 0.247 -1.299 0.846 0.19
C -1.926 0.152 2.030 0.05
N -2.210 1.330 1.373 -0.17
C -1.237 2.414 1.266 -0.66
O -0.962 -0.082 2.737 -0.58
H -2.781 -0.548 1.981 0.37
H -3.095 1.322 0.841 0.23
H -0.635 2.331 2.105 0.29
H -1.697 3.413 1.298 0.30
H -0.640 2.308 0.296 0.17

x) 21
Properties=species:S:1:pos:R:3:mulliken_charge:R:1 method="wB97M-V/def2-TZVPD" homo_energy_ha=-0.274 lumo_ev=-3.6 orbital_gap_ev=3.9
C 0.596 -0.260 1.225 -0.36
N 0.025 0.546 0.087 -0.23
C -1.320 1.206 0.518 -0.49
N -2.082 1.840 -0.567 -0.38
C 0.514 -1.629 1.344 -0.15
C -0.124 -2.551 0.413 -0.57
O -0.115 2.847 -1.624 -0.98
N 2.408 -1.416 -0.854 -0.83
H 1.755 -2.103 -0.424 0.29
H 0.807 0.400 2.055 0.39
H 0.489 1.242 -0.486 0.33
H -1.984 0.576 1.117 0.38
H -0.897 2.022 1.106 0.30
H -3.032 1.476 -0.646 0.20
H -1.513 2.228 -1.375 0.30
H 0.990 -2.154 2.204 0.28
H -0.141 -3.634 0.721 0.27
H -0.523 -2.362 -0.565 0.36
H -0.019 3.514 -2.313 0.18
H 1.992 -1.142 -1.741 0.30
H 2.173 -0.645 -0.195 0.41

y) 21
Properties=species:S:1:pos:R:3:mulliken_charge:R:1 method="wB97M-V/def2-TZVPD" homo_energy_ha=-0.220 lumo_ev=0.8 orbital_gap_ev=6.8
C 0.393 -0.388 2.119 -0.96
C -1.394 1.164 0.828 -0.79
N 0.106 0.327 0.883 -0.40
H 0.775 1.089 0.790 0.30
H -0.201 -1.300 2.120 0.31
H 0.146 0.209 3.004 0.33
H 1.464 -0.598 2.193 0.32
H -1.443 1.565 1.844 0.34
H -2.175 0.428 0.674 0.28
H -1.446 2.000 0.138 0.34
C 0.126 -0.898 -0.843 0.97
N 1.414 -1.454 -1.119 -0.53
N 0.598 1.276 -1.823 -0.45
C -0.307 0.186 -1.656 -0.93
O -0.789 -1.945 -0.693 -0.59
H -1.635 -1.651 -1.051 0.37
H 2.151 -0.815 -0.844 0.27
H 1.560 -2.351 -0.671 0.25
H 0.419 2.030 -1.166 0.16
H 1.396 1.068 -2.410 0.20
H -1.157 0.059 -2.318 0.22

z) 21
Properties=species:S:1:pos:R:3:mulliken_charge:R:1 method="wB97M-V/def2-TZVPD" smiles="CNC(N)=O.CNC" homo_energy_ha=-0.315 lumo_ev=0.9 orbital_gap_ev=9.5
C -1.257 -1.176 1.773 -0.92
N -1.248 -1.013 0.335 -0.31
C -1.293 0.328 -0.236 0.93
N -1.774 0.310 -1.562 -0.49
O -1.487 1.316 0.481 -0.69
H -1.801 -1.706 -0.152 0.22
H -2.180 1.184 -1.857 0.25
H -1.926 -0.574 -2.022 0.16
H -0.331 -1.655 2.100 0.24
H -1.345 -0.204 2.261 0.29
H -2.037 -1.847 2.140 0.36
C 1.741 -0.776 0.205 -0.91
C 1.690 1.602 -1.021 -1.02
N 0.935 0.625 -0.261 -0.25
H 0.610 1.091 0.582 0.29
H 2.410 2.118 -0.372 0.32
H 2.407 -0.358 0.965 0.33
H 1.320 -1.703 0.581 0.31
H 2.317 -1.046 -0.677 0.30
H 2.221 1.119 -1.840 0.31
H 1.025 2.368 -1.424 0.30

Energy ordering: w) at the bottom, the next structure 28.4 kcal/mol above.